[1]
Entry from the Open Molecules 2025 dataset: C22H26FMoN5SSi as an isolated structure (the ωB97M-V functional and the def2-TZVPD basis).

Net charge: +2
Expectation value of S²: 2.029
Spin multiplicity: 3

Geometry as XYZ:
```
57
Properties=species:S:1:pos:R:3:nbo_charge:R:1
Mo 1.077 -0.139 -0.561 1.2181
C 1.846 1.970 2.369 -0.1297
C 2.010 0.614 2.127 -0.1720
C 2.813 0.172 1.056 -0.3661
C 3.372 1.130 0.183 -0.2146
C 3.224 2.488 0.464 -0.2079
C 2.481 2.905 1.558 -0.1709
H 1.286 2.303 3.230 0.2423
H 1.625 -0.109 2.838 0.2524
H 3.264 -0.819 1.112 0.2987
H 4.088 0.816 -0.573 0.2640
H 3.757 3.220 -0.126 0.2506
H 2.424 3.956 1.795 0.2513
N 1.781 -3.899 -2.696 -0.7351
C 1.394 -2.691 -2.317 0.3392
S 2.628 -1.531 -1.775 0.0077
N 0.155 -2.309 -2.352 -0.3725
N -0.049 -1.047 -1.997 -0.1843
C -0.944 -0.316 -2.620 0.0430
C -0.710 1.069 -2.505 0.1570
C -1.434 2.050 -3.205 -0.1941
C -0.953 3.337 -3.265 -0.0905
C 0.260 3.619 -2.620 -0.2222
C 0.886 2.638 -1.891 0.0811
N 0.416 1.377 -1.773 -0.4847
H 2.758 -4.135 -2.771 0.4319
H 1.101 -4.542 -3.076 0.4351
H -1.654 -0.756 -3.307 0.2572
H -2.340 1.764 -3.714 0.2594
H -1.480 4.107 -3.805 0.2606
H 0.697 4.601 -2.685 0.2616
H 1.804 2.854 -1.356 0.2308
C -1.879 0.438 2.976 -1.1158
Si -1.697 0.611 1.090 1.7557
C -1.052 2.367 0.684 -1.1328
C -3.267 0.337 0.036 -1.1283
N -0.458 -0.641 0.599 -0.8960
C -0.711 -1.914 1.053 0.0223
C -1.959 -2.407 1.471 -0.2010
C -2.118 -3.701 1.926 -0.1895
C -1.051 -4.585 1.969 -0.1610
C 0.202 -4.148 1.564 -0.2692
C 0.332 -2.851 1.129 0.4188
F 1.573 -2.388 0.747 -0.3349
H -2.184 1.392 3.395 0.2608
H -0.961 0.136 3.475 0.2476
H -2.639 -0.284 3.256 0.2621
H -1.506 3.046 1.396 0.2730
H -1.379 2.699 -0.296 0.2358
H 0.022 2.511 0.762 0.2299
H -3.641 1.292 -0.320 0.2555
H -4.069 -0.111 0.615 0.2621
H -3.094 -0.303 -0.826 0.2417
H -2.821 -1.768 1.420 0.2261
H -3.093 -4.026 2.250 0.2430
H -1.192 -5.600 2.301 0.2461
H 1.061 -4.798 1.589 0.2503
```

=====

[2]
Entry from the Open Molecules 2025 dataset: C22H26N2O2S4Tc as an isolated structure (the ωB97M-V functional and the def2-TZVPD basis).

Net charge: +2
Expectation value of S²: 0.766
Spin multiplicity: 2

Geometry as XYZ:
```
57
Properties=species:S:1:pos:R:3:nbo_charge:R:1
Tc 0.039 -0.815 0.167 0.8464
C -0.667 3.145 1.664 -0.5642
C 0.740 2.820 1.214 -0.5011
S 0.818 1.591 -0.139 0.4217
C 2.625 1.578 -0.352 -0.5419
C 3.172 0.181 -0.572 -0.5475
S 2.428 -1.050 0.514 0.5088
C 2.689 -0.403 2.188 -0.5407
C 1.817 -1.206 3.138 -0.5423
S 0.060 -1.284 2.640 0.3907
C -0.769 -0.269 3.897 -0.5145
C -0.618 1.237 3.765 -0.5557
S -1.587 1.748 2.329 0.2599
H -1.272 3.501 0.828 0.2638
H -0.616 3.956 2.392 0.2589
H 1.362 2.472 2.037 0.2134
H 1.211 3.708 0.786 0.2593
H 3.062 2.036 0.535 0.2413
H 2.864 2.211 -1.205 0.2763
H 4.254 0.160 -0.437 0.2736
H 2.955 -0.190 -1.574 0.2610
H 2.425 0.653 2.210 0.2199
H 3.745 -0.520 2.438 0.2678
H 1.863 -0.782 4.140 0.2651
H 2.163 -2.237 3.201 0.2591
H -0.391 -0.636 4.852 0.2569
H -1.817 -0.565 3.835 0.2632
H 0.431 1.518 3.663 0.2078
H -1.000 1.710 4.670 0.2573
O 0.134 -2.665 0.052 -0.5338
C 0.771 -3.419 -0.865 0.3966
C 1.229 -4.674 -0.463 -0.2636
C 1.869 -5.482 -1.376 -0.1237
C 2.048 -5.067 -2.704 -0.1875
C 1.574 -3.847 -3.112 -0.1337
C 0.941 -2.981 -2.197 -0.2134
C 0.307 -1.793 -2.670 0.1784
N -0.153 -0.884 -1.868 -0.2852
N -1.038 0.021 -2.406 -0.3226
C -1.802 0.480 -1.463 0.5319
O -1.639 0.050 -0.204 -0.5861
C -2.842 1.477 -1.709 -0.1068
C -3.730 1.820 -0.689 -0.1868
C -4.707 2.772 -0.923 -0.2103
C -4.799 3.380 -2.168 -0.1518
C -3.918 3.036 -3.186 -0.2035
C -2.939 2.085 -2.963 -0.1626
H 1.062 -4.990 0.557 0.2475
H 2.226 -6.454 -1.067 0.2479
H 2.543 -5.720 -3.409 0.2504
H 1.675 -3.535 -4.144 0.2388
H 0.088 -1.673 -3.727 0.2457
H -3.666 1.327 0.272 0.2285
H -5.405 3.033 -0.138 0.2342
H -5.567 4.121 -2.349 0.2364
H -3.998 3.509 -4.155 0.2368
H -2.251 1.807 -3.749 0.2343
```

=====

Asked for energy across the records above, the calculation gives -53958.677 -75836.896 eV in order.
Asked for energy above the lowest of the compared OMol25 structures with the same formula, charge and spin across the records above, the calculation gives 36.7 13.9 kcal per mole in order.
Asked for maximum force across the records above, the calculation gives 1.97 0.11 eV Å⁻¹ in order.